{"formula": "C44H50ClN9S", "method": "ωB97M-V with the def2-TZVPD basis set", "symbols": ["C", "C", "C", "Cl", "C", "C", "C", "C", "N", "S", "N", "C", "C", "C", "C", "C", "C", "C", "N", "H", "H", "H", "H", "H", "H", "H", "H", "H", "H", "H", "H", "H", "H", "H", "H", "H", "H", "H", "H", "N", "C", "C", "C", "C", "C", "H", "H", "H", "H", "H", "N", "C", "C", "C", "C", "C", "H", "H", "H", "H", "H", "N", "C", "C", "C", "C", "C", "H", "H", "H", "H", "H", "N", "C", "C", "C", "C", "C", "H", "H", "H", "H", "H", "N", "C", "C", "C", "C", "C", "H", "H", "H", "H", "H", "N", "C", "C", "C", "C", "C", "H", "H", "H", "H", "H"], "positions_angstrom": [[2.7809, -7.4887, -3.5007], [2.1366, -6.7157, -2.3527], [2.5657, -5.2332, -2.3343], [3.5890, -4.8706, -0.8963], [1.4118, -4.2650, -2.4388], [1.3579, -3.4929, -3.6542], [0.3869, -2.5915, -3.9267], [-0.6328, -2.4229, -2.9628], [-1.6882, -1.5962, -3.0052], [-2.4967, -1.8268, -1.6469], [-1.6042, -2.9374, -0.9305], [-0.5764, -3.1893, -1.7618], [0.4582, -4.1201, -1.4751], [0.4109, -4.8794, -0.1842], [0.7415, -4.0516, 1.0934], [1.2490, -2.6326, 0.8812], [1.5509, -1.9256, 2.2089], [2.9435, -2.2310, 2.7694], [4.0323, -1.5523, 2.0732], [2.4253, -8.5198, -3.4800], [3.8682, -7.4947, -3.4354], [2.4747, -7.0770, -4.4639], [2.3579, -7.1966, -1.4012], [1.0540, -6.7686, -2.4828], [3.2215, -5.0764, -3.1859], [2.1432, -3.6360, -4.3859], [0.3822, -2.0173, -4.8424], [-0.6020, -5.2772, -0.0943], [1.0847, -5.7308, -0.2277], [1.5238, -4.6023, 1.6230], [-0.1248, -4.0559, 1.7557], [0.5255, -2.0283, 0.3328], [2.1616, -2.6644, 0.2796], [0.7689, -2.1238, 2.9449], [1.5158, -0.8464, 2.0176], [2.9643, -1.9209, 3.8164], [3.1159, -3.3090, 2.7650], [3.7556, -0.6298, 1.7704], [4.3732, -2.0885, 1.2890], [-3.9842, 2.5251, -0.4168], [-3.6842, 3.4207, 0.5220], [-2.4325, 3.5271, 1.1104], [-1.4358, 2.6551, 0.7035], [-1.7313, 1.7170, -0.2723], [-3.0145, 1.6953, -0.7962], [-4.4905, 4.0840, 0.8156], [-2.2470, 4.2758, 1.8681], [-0.4461, 2.7061, 1.1386], [-0.9849, 1.0160, -0.6224], [-3.2844, 0.9798, -1.5652], [-5.5381, -0.3258, -7.6107], [-5.6294, -1.3751, -6.7972], [-4.7201, -1.6420, -5.7844], [-3.6521, -0.7768, -5.6055], [-3.5438, 0.3184, -6.4483], [-4.5099, 0.4984, -7.4269], [-6.4763, -2.0310, -6.9674], [-4.8488, -2.5089, -5.1496], [-2.9265, -0.9503, -4.8183], [-2.7279, 1.0223, -6.3475], [-4.4639, 1.3455, -8.1034], [-6.8081, 5.0236, -4.4832], [-6.1168, 4.6370, -3.4129], [-5.0409, 3.7634, -3.4643], [-4.6689, 3.2603, -4.7012], [-5.3774, 3.6512, -5.8262], [-6.4344, 4.5334, -5.6633], [-6.4464, 5.0507, -2.4650], [-4.5157, 3.4827, -2.5617], [-3.8375, 2.5732, -4.7856], [-5.1183, 3.2824, -6.8083], [-7.0135, 4.8665, -6.5176], [-9.5306, 7.4987, -2.0643], [-8.2907, 7.5995, -2.5435], [-7.3493, 8.4885, -2.0427], [-7.7123, 9.3178, -0.9942], [-8.9987, 9.2248, -0.4882], [-9.8639, 8.3017, -1.0566], [-8.0419, 6.9348, -3.3652], [-6.3560, 8.5258, -2.4694], [-7.0057, 10.0250, -0.5785], [-9.3272, 9.8525, 0.3290], [-10.8784, 8.1976, -0.6866], [4.4760, -0.8263, 5.6118], [5.6591, -0.9264, 5.0047], [6.7761, -0.2005, 5.3950], [6.6644, 0.6744, 6.4627], [5.4391, 0.7860, 7.1010], [4.3830, 0.0158, 6.6388], [5.7037, -1.6086, 4.1650], [7.7143, -0.3209, 4.8703], [7.5185, 1.2498, 6.7936], [5.3025, 1.4544, 7.9406], [3.4090, 0.0734, 7.1138], [9.5580, 0.3052, 8.1001], [9.0508, 0.1245, 9.3174], [9.4670, -0.8753, 10.1828], [10.4642, -1.7387, 9.7598], [11.0014, -1.5657, 8.4947], [10.5158, -0.5321, 7.7082], [8.2688, 0.8170, 9.6108], [9.0183, -0.9730, 11.1617], [10.8161, -2.5335, 10.4047], [11.7802, -2.2167, 8.1222], [10.9121, -0.3635, 6.7128]], "homo_ev": -8.8, "lumo_ev": -0.85, "total_energy_ha": -3057.7972}